[1]
{"formula": "C10H19N3O2", "method": "ωB97M-V/def2-TZVPD", "symbols": ["O", "O", "N", "N", "N", "C", "C", "C", "C", "C", "C", "C", "C", "C", "C", "H", "H", "H", "H", "H", "H", "H", "H", "H", "H", "H", "H", "H", "H", "H", "H", "H", "H", "H"], "positions_angstrom": [[1.57, -1.15, 2.24], [-1.15, 0.75, -0.80], [-2.80, -0.28, 2.01], [1.33, -0.08, 0.26], [-3.04, -0.46, -0.64], [0.94, -0.42, 1.50], [2.57, -0.53, -0.32], [3.05, 1.74, -1.42], [-0.40, 0.20, 1.91], [-3.90, -1.11, 1.56], [-1.58, -0.52, 1.25], [-1.85, -0.03, -0.18], [-3.84, -1.44, 0.05], [2.78, 1.28, -2.85], [3.56, 0.62, -0.52], [-4.84, -1.45, -0.39], [0.70, 0.48, -0.30], [3.80, 1.04, 0.47], [-3.39, -2.43, -0.09], [4.48, 0.21, -0.93], [-3.04, 0.70, 1.95], [1.94, 0.59, -2.89], [2.14, 2.17, -1.00], [2.99, -1.27, 0.36], [-4.84, -0.61, 1.81], [-0.51, 0.09, 2.99], [-3.87, -2.05, 2.12], [2.36, -1.02, -1.28], [-3.32, -0.14, -1.56], [2.54, 2.13, -3.48], [-0.42, 1.26, 1.64], [3.65, 0.78, -3.27], [3.80, 2.53, -1.44], [-1.40, -1.60, 1.24]], "nbo_charge": [-0.639, -0.650, -0.596, -0.639, -0.607, 0.679, -0.230, -0.398, -0.496, -0.226, -0.149, 0.670, -0.245, -0.610, -0.397, 0.215, 0.431, 0.208, 0.188, 0.199, 0.359, 0.200, 0.197, 0.235, 0.204, 0.249, 0.195, 0.186, 0.409, 0.211, 0.225, 0.199, 0.202, 0.219], "relative_energy_kcal_mol": 0.00, "orbital_gap_ev": 9.77, "smiles": "CCCCNC(=O)C[C@H]1NCCNC1=O", "energy_ev": -19244.7487, "charge": 0}

[2]
{"formula": "C10H19N3O3", "method": "ωB97M-V/def2-TZVPD", "symbols": ["O", "O", "O", "N", "N", "N", "C", "C", "C", "C", "C", "C", "C", "C", "C", "C", "H", "H", "H", "H", "H", "H", "H", "H", "H", "H", "H", "H", "H", "H", "H", "H", "H", "H", "H"], "positions_angstrom": [[4.14, -1.69, 0.07], [-4.50, 1.11, -0.07], [-2.16, -1.45, 0.42], [2.69, 0.72, -0.08], [-4.77, -1.16, -0.10], [-1.90, 0.82, 0.51], [-4.07, -0.03, 0.03], [-6.18, -1.21, -0.39], [-0.48, 0.87, 0.75], [2.76, -0.17, -1.23], [-2.59, -0.31, 0.34], [0.26, 1.46, -0.45], [4.02, -0.84, 1.18], [2.70, -0.06, 1.14], [4.07, -0.96, -1.13], [1.74, 1.80, -0.18], [2.64, 0.62, 2.00], [-6.36, -1.72, -1.34], [4.86, -0.13, 1.20], [-0.29, 1.47, 1.64], [0.18, 0.78, -1.30], [-2.42, 1.67, 0.38], [2.08, 2.43, -1.01], [1.81, 2.38, 0.74], [-0.24, 2.39, -0.74], [-0.17, -0.16, 0.94], [-6.72, -1.72, 0.41], [4.06, -1.48, 2.07], [-4.25, -2.02, 0.01], [1.87, -0.78, 1.19], [-6.54, -0.18, -0.46], [4.92, -0.26, -1.19], [2.76, 0.42, -2.14], [4.14, -1.70, -1.94], [1.92, -0.88, -1.26]], "nbo_charge": [-0.522, -0.635, -0.635, -0.454, -0.578, -0.579, 0.576, -0.422, -0.231, -0.253, 0.580, -0.428, -0.070, -0.249, -0.069, -0.198, 0.203, 0.200, 0.164, 0.193, 0.209, 0.424, 0.198, 0.192, 0.205, 0.229, 0.201, 0.191, 0.425, 0.169, 0.234, 0.164, 0.204, 0.192, 0.172], "relative_energy_kcal_mol": 18.33, "orbital_gap_ev": 9.26, "smiles": "CNC(=O)C(=O)NCCCN1CCOCC1", "energy_ev": -21291.5815, "charge": 0}

[3]
{"formula": "C10H19N3O4S2Sc", "method": "ωB97M-V/def2-TZVPD", "symbols": ["Sc", "S", "S", "O", "O", "O", "O", "N", "N", "N", "C", "C", "C", "C", "C", "C", "C", "C", "C", "C", "H", "H", "H", "H", "H", "H", "H", "H", "H", "H", "H", "H", "H", "H", "H", "H", "H", "H", "H"], "positions_angstrom": [[0.13, 0.37, 0.16], [2.15, -0.74, -0.52], [1.36, -1.81, 0.99], [0.88, -0.58, -1.36], [3.33, -1.17, -1.16], [0.06, 0.69, 2.26], [2.13, 0.63, 0.14], [-2.08, 0.05, -1.28], [-1.86, -0.53, 0.03], [-0.16, 2.56, 0.37], [-0.23, 3.44, -0.64], [0.08, 4.78, -0.50], [-4.14, 1.32, -0.87], [-3.53, 0.50, -3.17], [0.67, 4.32, 1.76], [-3.50, 0.18, -1.67], [0.28, 3.00, 1.56], [-4.20, -1.16, -1.45], [0.55, 5.23, 0.72], [0.32, 2.02, 2.71], [-2.66, -0.33, 0.65], [-5.19, -1.12, -1.88], [-1.67, 1.00, -1.32], [-4.31, -1.41, -0.39], [1.05, 4.63, 2.72], [-5.20, 1.39, -1.08], [-0.58, 3.05, -1.60], [-3.01, 1.43, -3.38], [-1.86, -1.56, -0.10], [-0.04, 5.45, -1.34], [-3.05, -0.30, -3.73], [-0.47, 2.30, 3.43], [-3.64, -1.95, -1.94], [-4.02, 1.18, 0.20], [0.83, 6.26, 0.86], [-3.68, 2.27, -1.15], [1.29, 2.10, 3.21], [-4.56, 0.59, -3.49], [0.53, 0.07, 2.85]], "nbo_charge": [1.492, 2.183, -0.474, -0.948, -0.839, -0.711, -0.966, -0.439, -0.705, -0.565, 0.082, -0.233, -0.630, -0.609, -0.223, 0.112, 0.229, -0.629, -0.098, -0.108, 0.384, 0.241, 0.334, 0.203, 0.245, 0.240, 0.209, 0.206, 0.422, 0.252, 0.234, 0.220, 0.230, 0.193, 0.248, 0.208, 0.229, 0.230, 0.551], "relative_energy_kcal_mol": 33.00, "orbital_gap_ev": 8.02, "energy_ev": -65706.3056, "charge": 1}

[4]
{"formula": "C10H19N3W", "method": "ωB97M-V/def2-TZVPD", "symbols": ["W", "N", "N", "N", "C", "C", "C", "C", "C", "C", "C", "C", "C", "C", "H", "H", "H", "H", "H", "H", "H", "H", "H", "H", "H", "H", "H", "H", "H", "H", "H", "H", "H"], "positions_angstrom": [[0.95, 0.39, 0.28], [2.39, -0.42, -1.22], [1.19, 0.17, 2.44], [-0.88, 0.06, -0.32], [-1.29, -0.48, -1.53], [2.19, -0.88, 2.04], [1.12, 2.31, -0.15], [-1.88, 0.58, 0.50], [-5.03, -0.25, -1.35], [-3.64, -0.11, -1.03], [3.46, -0.91, -0.27], [3.30, -0.23, 1.11], [-3.20, 0.52, 0.19], [-2.60, -0.57, -1.89], [3.43, -2.00, -0.18], [2.04, 2.91, -0.06], [1.64, 0.88, 3.05], [1.65, -1.74, 1.55], [2.18, -1.18, -1.90], [-0.49, -0.84, -2.19], [4.27, -0.33, 1.62], [0.47, -0.26, 3.06], [0.32, 2.98, -0.51], [-5.22, -0.65, -2.34], [-3.94, 0.95, 0.86], [2.82, 0.31, -1.83], [-5.60, 0.68, -1.18], [3.16, 0.89, 1.01], [2.67, -1.32, 2.94], [-2.86, -0.99, -2.86], [4.46, -0.67, -0.68], [-5.55, -0.89, -0.61], [-1.53, 1.09, 1.43]], "nbo_charge": [1.769, -0.823, -0.785, -0.538, 0.054, -0.333, -0.370, 0.021, -0.734, 0.315, -0.255, -0.525, -0.172, -0.170, 0.280, 0.313, 0.480, 0.261, 0.479, 0.254, 0.387, 0.484, 0.315, 0.298, 0.310, 0.472, 0.347, 0.252, 0.370, 0.312, 0.306, 0.363, 0.261], "relative_energy_kcal_mol": 14.70, "orbital_gap_ev": 6.37, "energy_ev": -16922.7740, "charge": 4}

[5]
{"formula": "C10H19NSi2", "method": "ωB97M-V/def2-TZVPD", "symbols": ["Si", "Si", "N", "C", "C", "C", "C", "C", "C", "C", "C", "C", "C", "H", "H", "H", "H", "H", "H", "H", "H", "H", "H", "H", "H", "H", "H", "H", "H", "H", "H", "H"], "positions_angstrom": [[-1.59, -0.29, -0.14], [1.80, 0.53, -0.67], [-0.21, -0.94, -0.90], [2.70, -0.32, 0.72], [1.35, 2.27, -0.07], [-1.17, -0.36, 1.76], [1.93, 3.41, -0.62], [0.15, -2.30, -0.83], [-0.49, -3.40, -0.40], [-1.54, 1.56, -0.63], [3.78, -1.11, 0.55], [-3.20, -1.19, -0.44], [-1.98, 2.61, 0.07], [-0.91, 0.65, 2.06], [-0.16, -0.81, 1.81], [-1.84, -0.83, 2.50], [-0.32, -4.43, -0.69], [-2.68, 2.60, 0.89], [-3.28, -0.94, -1.42], [2.13, -0.17, 1.62], [-0.70, 1.53, -1.33], [-4.10, -0.86, 0.04], [1.58, 4.38, -0.22], [2.77, 3.19, -1.29], [-1.62, 3.53, -0.27], [2.32, 0.34, -2.16], [4.11, -1.51, -0.41], [-3.24, -2.28, -0.32], [4.16, -1.62, 1.39], [0.79, 2.45, 0.81], [0.95, -2.56, -1.51], [-1.50, -3.13, 0.09]], "nbo_charge": [1.778, 1.467, -1.143, -0.700, -0.698, -1.120, -0.346, -0.009, -0.511, -0.616, -0.308, -1.123, -0.363, 0.215, 0.220, 0.234, 0.215, 0.201, 0.225, 0.236, 0.208, 0.245, 0.218, 0.202, 0.182, -0.136, 0.205, 0.245, 0.196, 0.237, 0.165, 0.176], "relative_energy_kcal_mol": 88.37, "orbital_gap_ev": 7.25, "energy_ev": -27918.6997, "charge": 0}

[6]
{"formula": "C10H20Br6Cl8", "method": "ωB97M-V/def2-TZVPD", "symbols": ["Br", "Br", "Br", "Br", "Br", "Br", "Cl", "Cl", "Cl", "Cl", "Cl", "Cl", "Cl", "Cl", "C", "C", "C", "C", "C", "C", "C", "C", "C", "C", "H", "H", "H", "H", "H", "H", "H", "H", "H", "H", "H", "H", "H", "H", "H", "H", "H", "H", "H", "H"], "positions_angstrom": [[22.72, 19.96, -29.65], [26.14, 20.00, -32.74], [31.22, 23.13, -29.22], [29.32, 19.20, -30.80], [24.87, 22.32, -36.23], [27.40, 24.65, -37.37], [31.48, 20.93, -33.23], [29.25, 11.74, -34.80], [28.62, 16.92, -35.33], [31.57, 22.56, -35.63], [24.55, 18.06, -36.11], [28.69, 13.33, -37.16], [25.26, 15.47, -34.97], [28.43, 19.88, -35.33], [26.44, 21.95, -37.37], [28.66, 13.33, -35.41], [31.66, 22.56, -33.85], [25.21, 17.22, -34.69], [24.46, 20.54, -31.88], [29.02, 18.45, -34.48], [29.59, 21.08, -30.21], [23.77, 19.38, -31.23], [27.60, 22.78, -36.83], [30.83, 21.23, -29.35], [23.07, 18.97, -31.96], [29.78, 21.61, -31.14], [30.90, 23.26, -33.51], [24.69, 21.45, -31.33], [27.65, 13.48, -35.06], [30.09, 18.54, -34.37], [27.65, 22.76, -35.75], [26.56, 20.88, -37.26], [24.59, 17.47, -33.83], [23.86, 21.00, -32.67], [26.16, 22.21, -38.39], [28.55, 22.45, -37.24], [24.43, 18.57, -30.95], [29.31, 14.06, -34.95], [30.76, 20.80, -28.36], [28.54, 18.46, -33.50], [32.63, 22.94, -33.56], [28.69, 21.46, -29.75], [31.70, 20.79, -29.82], [26.19, 17.60, -34.44]], "nbo_charge": [-0.004, -0.028, -0.001, -0.037, -0.044, -0.010, -0.024, -0.049, -0.037, -0.030, -0.025, -0.004, -0.029, -0.034, -0.429, -0.396, -0.396, -0.388, -0.450, -0.385, -0.422, -0.449, -0.458, -0.453, 0.226, 0.226, 0.227, 0.240, 0.225, 0.232, 0.232, 0.240, 0.212, 0.232, 0.233, 0.234, 0.234, 0.224, 0.230, 0.226, 0.226, 0.231, 0.230, 0.220], "relative_energy_kcal_mol": 8.48, "orbital_gap_ev": 10.10, "smiles": "BrCCBr.BrCCBr.BrCCBr.ClCCl.ClCCl.ClCCl.ClCCl", "energy_ev": -531128.9583, "charge": 0}